A:
C3H3ClO2 | ωB97M-V with the def2-TZVPD basis set

Last column: Löwdin charge in e.
Atoms and positions in Å:
1 O 3.464 1.437 0.510  0.013
2 C 2.771 0.413 0.516  -0.971
3 O 1.476 0.345 0.819  -0.014
4 Cl 3.382 -1.118 0.080  0.768
5 H 0.884 1.177 0.855  0.180
6 C -0.884 -0.425 -1.173  -0.039
7 C -1.540 -1.194 -0.550  -0.025
8 H -0.313 0.312 -1.714  0.030
9 H -2.071 -2.029 0.007  0.059

The net charge is 0. As for the orbital gap: 11.33 eV. For the LUMO energy, the calculation gives 0.42 eV.

B:
C3H3ClO2 | ωB97M-V with the def2-TZVPD basis set

Last column: Löwdin charge in e.
Atoms and positions in Å:
1 C 1.189 0.045 0.350  -0.007
2 C -0.151 0.558 -0.164  -0.451
3 O -0.421 1.723 -0.328  0.093
4 C -1.214 -0.495 -0.295  -0.731
5 O -0.953 -1.665 -0.320  0.071
6 Cl -2.846 0.113 -0.593  0.705
7 H 1.285 -1.058 -0.022  0.114
8 H 1.128 -0.073 1.399  0.066
9 H 1.982 0.852 -0.028  0.141

The net charge is 0. As for the orbital gap: 9.51 eV. For the LUMO energy, the calculation gives -0.95 eV.

C:
C3H3ClO2 | ωB97M-V with the def2-TZVPD basis set

Last column: Löwdin charge in e.
Atoms and positions in Å:
1 C -0.204 -3.098 -1.891  -0.467
2 C -1.698 -1.289 0.246  -0.518
3 C -1.880 -0.057 -0.502  -0.302
4 O -0.370 -2.031 -2.262  0.174
5 O -0.023 -4.208 -1.705  0.235
6 Cl -0.150 -1.235 0.946  0.613
7 H -1.481 -0.372 -1.536  0.087
8 H -1.374 0.921 -0.208  0.084
9 H -3.012 0.093 -0.699  0.094

The net charge is 0. As for the orbital gap: 8.69 eV. For the LUMO energy, the calculation gives -0.46 eV.

Preferred: B; penalty for the next structure: 0.0621 hartree.

A:
C3H3ClO2 | ωB97M-V with the def2-TZVPD basis set

Last column: Löwdin charge in e.
Atoms and positions in Å:
1 C 1.113 -0.224 0.021  -0.074
2 C -0.385 -0.277 -0.104  -0.680
3 Cl -0.937 -1.941 -0.178  0.744
4 O -1.034 0.729 -1.093  0.137
5 C -1.293 0.788 0.186  -0.390
6 O -2.133 1.465 1.001  -0.001
7 H 1.436 0.052 0.997  0.076
8 H 1.685 0.571 -0.634  0.143
9 H 1.548 -1.164 -0.195  0.045

The net charge is 0. As for the orbital gap: 11.05 eV. For the LUMO energy, the calculation gives 0.39 eV.

B:
C3H3ClO2 | ωB97M-V with the def2-TZVPD basis set

Last column: Löwdin charge in e.
Atoms and positions in Å:
1 C -2.852 -0.964 0.012  -0.620
2 C -1.474 0.397 -0.426  -0.483
3 C -0.013 0.095 -0.054  -0.164
4 O -3.459 -1.417 -0.857  0.185
5 O -2.533 -0.717 1.124  0.094
6 Cl -2.049 1.896 0.103  0.722
7 H 0.392 0.942 0.541  0.053
8 H 0.648 0.008 -1.044  0.130
9 H 0.051 -0.775 0.626  0.083

The net charge is 0. As for the orbital gap: 8.57 eV. For the LUMO energy, the calculation gives -0.90 eV.

Preferred: A; penalty for the next structure: 0.0201 hartree.

A:
C23H13BaCl6N3O14 | ωB97M-V with the def2-TZVPD basis set

Last column: Löwdin charge in e.
Atoms and positions in Å:
1 Ba -0.458 0.374 -0.514  2.284
2 O -1.399 -2.678 2.584  0.121
3 C -1.026 -1.945 1.518  -0.498
4 O -0.755 -0.776 1.648  -0.103
5 C -1.054 -2.793 0.222  -0.109
6 O -0.396 -2.229 -0.910  -0.252
7 C 1.066 -2.366 -0.850  -0.087
8 C 1.629 -1.588 0.397  -0.714
9 O 1.852 -2.231 1.430  -0.028
10 O 1.762 -0.322 0.238  -0.333
11 H -1.375 -2.072 3.336  0.127
12 H -2.106 -2.895 -0.046  0.141
13 H -0.640 -3.769 0.480  0.138
14 H 1.451 -1.938 -1.772  0.113
15 H 1.338 -3.418 -0.756  0.119
16 O -5.797 0.460 -3.877  0.061
17 C -4.756 0.456 -3.250  -0.292
18 C -4.295 -0.612 -2.286  -0.326
19 O -4.695 -1.769 -2.236  0.034
20 C -3.264 0.008 -1.457  -0.337
21 C -2.839 1.272 -2.082  -0.352
22 O -1.884 2.020 -1.678  -0.260
23 C -3.729 1.566 -3.215  -0.320
24 O -3.683 2.520 -3.974  0.053
25 O -2.827 -0.433 -0.322  -0.240
26 O 4.230 1.708 -4.330  0.093
27 C 4.330 2.619 -3.395  -0.531
28 O 5.245 3.417 -3.357  0.026
29 C 3.248 2.654 -2.354  -0.043
30 C 3.242 3.510 -1.277  -0.563
31 Cl 4.467 4.569 -0.719  0.775
32 N 2.099 3.305 -0.573  -0.062
33 N 1.367 2.340 -1.137  0.062
34 C 2.020 1.924 -2.215  -0.090
35 C 1.495 0.721 -3.042  -0.565
36 O 2.211 0.322 -3.994  0.026
37 O 0.407 0.223 -2.713  -0.210
38 C 1.602 3.955 0.606  -0.161
39 C 1.736 5.327 0.744  -0.045
40 C 1.285 5.952 1.898  -0.085
41 C 0.677 5.213 2.902  -0.097
42 C 0.509 3.844 2.738  -0.099
43 C 0.966 3.204 1.597  -0.045
44 H 3.387 1.094 -4.202  0.039
45 H 2.185 5.906 -0.050  0.091
46 H 1.395 7.024 2.001  0.098
47 H 0.325 5.701 3.804  0.098
48 H 0.004 3.264 3.503  0.104
49 H 0.827 2.134 1.491  0.058
50 Cl 4.010 2.660 4.272  0.444
51 C 2.807 1.311 4.279  -1.014
52 Cl 2.707 0.468 2.771  0.685
53 H 1.845 1.761 4.494  0.003
54 H 3.114 0.628 5.061  0.014
55 Cl -3.082 5.464 0.814  0.623
56 C -3.603 3.944 1.543  -1.589
57 Cl -3.571 4.100 3.323  0.572
58 Cl -5.223 3.504 1.019  0.635
59 C -2.626 2.877 1.183  -0.323
60 N -1.785 2.145 0.965  0.134

The net charge is -2. As for the orbital gap: 4.78 eV. For the LUMO energy, the calculation gives 3.33 eV.

B:
C23H13BaCl6N3O14 | ωB97M-V with the def2-TZVPD basis set

Last column: Löwdin charge in e.
Atoms and positions in Å:
1 Ba 0.629 -0.911 -0.002  1.986
2 O 4.340 0.537 2.635  0.124
3 C 3.530 -0.304 1.970  -0.515
4 O 2.358 -0.412 2.231  0.011
5 C 4.259 -1.054 0.878  -0.142
6 O 3.466 -2.080 0.361  -0.205
7 C 3.412 -3.237 1.206  -0.120
8 C 2.070 -3.996 1.073  -0.709
9 O 2.119 -5.191 1.366  -0.011
10 O 1.085 -3.287 0.732  -0.271
11 H 3.772 1.064 3.216  0.131
12 H 5.219 -1.415 1.265  0.141
13 H 4.439 -0.323 0.088  0.138
14 H 3.498 -2.935 2.256  0.128
15 H 4.243 -3.905 0.965  0.125
16 O -3.829 -1.968 -5.024  0.063
17 C -3.069 -1.687 -4.116  -0.293
18 C -1.743 -0.980 -4.256  -0.315
19 O -1.247 -0.593 -5.304  0.049
20 C -1.210 -0.831 -2.891  -0.403
21 C -2.065 -1.532 -1.972  -0.390
22 O -1.812 -1.646 -0.733  -0.229
23 C -3.292 -1.941 -2.652  -0.326
24 O -4.324 -2.368 -2.137  0.022
25 O -0.182 -0.191 -2.525  -0.206
26 O 2.893 5.122 -0.856  0.098
27 C 1.599 5.373 -0.796  -0.526
28 O 1.134 6.481 -0.956  0.044
29 C 0.753 4.197 -0.483  -0.051
30 C -0.608 4.186 -0.224  -0.574
31 Cl -1.767 5.434 -0.254  0.769
32 N -0.955 2.913 0.081  -0.071
33 N 0.104 2.096 0.001  0.119
34 C 1.128 2.846 -0.337  -0.122
35 C 2.470 2.178 -0.484  -0.531
36 O 3.474 2.930 -0.566  0.065
37 O 2.456 0.930 -0.474  -0.167
38 C -2.222 2.328 0.389  -0.212
39 C -2.962 2.775 1.473  -0.048
40 C -4.132 2.106 1.798  -0.127
41 C -4.531 0.995 1.061  -0.122
42 C -3.772 0.550 -0.012  -0.043
43 C -2.614 1.232 -0.361  0.004
44 H 3.087 4.131 -0.701  -0.060
45 H -2.613 3.616 2.058  0.104
46 H -4.722 2.439 2.643  0.086
47 H -5.436 0.466 1.334  0.086
48 H -4.053 -0.341 -0.563  0.102
49 H -1.991 0.899 -1.183  0.102
50 Cl 2.759 -5.467 -2.549  0.502
51 C 2.996 -3.708 -2.486  -0.991
52 Cl 1.524 -2.798 -2.801  0.617
53 H 3.720 -3.450 -3.250  0.023
54 H 3.350 -3.445 -1.497  -0.004
55 Cl -2.371 -2.261 4.929  0.618
56 C -3.079 -1.088 3.801  -1.587
57 Cl -4.354 -1.839 2.850  0.675
58 Cl -3.709 0.306 4.704  0.614
59 C -2.028 -0.632 2.895  -0.353
60 N -1.188 -0.314 2.188  0.177

The net charge is -2. As for the orbital gap: 4.78 eV. For the LUMO energy, the calculation gives 3.22 eV.

Preferred: B; penalty for the next structure: 0.0859 hartree.

A:
C4H8N4 | ωB97M-V with the def2-TZVPD basis set

Last column: Löwdin charge in e.
Atoms and positions in Å:
1 C -1.282 -0.788 2.031  -0.210
2 C 0.040 0.438 -0.007  -0.423
3 C -0.239 -0.761 -0.679  -0.127
4 C 1.282 0.845 -0.357  -0.201
5 H -0.947 -0.876 3.221  0.090
6 H -2.661 -0.998 2.044  0.155
7 H -0.624 -1.866 1.286  0.163
8 H -1.426 -0.990 -0.758  0.169
9 H 0.508 -1.694 -2.422  0.175
10 H 3.016 -0.294 -2.027  0.233
11 H 1.096 1.980 -0.881  0.173
12 H 2.163 0.858 0.376  0.123
13 N -1.530 0.621 1.626  -0.108
14 N -0.984 1.188 0.657  0.041
15 N 0.916 -1.144 -1.486  -0.158
16 N 1.609 0.117 -1.764  -0.095

The net charge is 0. As for the orbital gap: 7.87 eV. For the LUMO energy, the calculation gives 0.24 eV.

B:
C4H8N4 | ωB97M-V with the def2-TZVPD basis set

Last column: Löwdin charge in e.
Atoms and positions in Å:
1 N -1.817 -1.258 -1.352  0.006
2 C -0.962 -1.064 -0.215  -0.240
3 C -0.617 0.375 0.250  -0.224
4 N 0.026 0.572 1.473  -0.066
5 C 1.206 1.271 1.239  -0.269
6 N 1.862 1.241 0.173  -0.011
7 N 1.693 0.154 -0.788  -0.042
8 C 0.545 -0.623 -0.304  -0.209
9 H -1.880 -0.633 -2.086  0.027
10 H -1.910 -2.248 -1.882  0.149
11 H -1.071 -1.801 0.741  0.188
12 H -0.587 1.092 -0.542  0.128
13 H -0.530 1.000 2.378  0.193
14 H 1.466 2.074 1.982  0.130
15 H 1.524 0.835 -1.627  0.140
16 H 1.051 -0.986 0.558  0.101

The net charge is 0. As for the orbital gap: 8.96 eV. For the LUMO energy, the calculation gives 0.88 eV.

C:
C4H8N4 | ωB97M-V with the def2-TZVPD basis set

Last column: Löwdin charge in e.
Atoms and positions in Å:
1 C -1.593 -0.651 -0.685  0.137
2 C -0.020 -0.536 -0.787  -0.570
3 C 0.775 -1.795 -1.101  -0.023
4 C 0.040 1.873 1.660  -0.036
5 N 0.685 0.575 -1.435  0.089
6 N 0.900 1.388 -0.509  0.068
7 N -0.007 -0.252 0.659  0.120
8 N 0.401 0.959 0.673  -0.303
9 H -2.099 0.240 -0.673  0.013
10 H -1.877 -1.540 -0.211  0.035
11 H 1.067 -2.325 -0.247  0.058
12 H 1.601 -1.366 -1.577  0.048
13 H 0.195 -2.490 -1.721  0.088
14 H -0.885 2.371 1.514  0.076
15 H -0.093 1.150 2.593  0.141
16 H 0.909 2.399 1.846  0.060

The net charge is 0. As for the orbital gap (spin up / spin down): 8.20 / 7.80 eV. For the LUMO energy (spin up / spin down), the calculation gives 0.09 / 0.18 eV.

D:
C4H8N4 | ωB97M-V with the def2-TZVPD basis set

Last column: Löwdin charge in e.
Atoms and positions in Å:
1 H -1.488 0.886 -1.766  0.006
2 N -0.699 0.414 -2.180  0.120
3 C -0.006 0.038 -1.155  -0.460
4 N 1.088 -0.745 -1.195  0.103
5 N 1.629 -1.084 0.268  0.021
6 C 0.725 -0.254 1.170  -0.220
7 C -0.525 -0.858 1.069  -0.124
8 C -0.399 0.295 0.197  -0.435
9 N -1.055 1.545 0.312  0.059
10 H 1.326 -1.503 -1.689  0.074
11 H 2.593 -0.554 0.178  0.134
12 H 1.338 0.379 1.942  0.180
13 H -0.609 -2.024 1.054  0.164
14 H -1.263 -0.570 1.935  0.152
15 H -0.641 2.470 -0.073  0.143
16 H -2.014 1.567 -0.065  0.083

The net charge is 0. As for the orbital gap: 9.52 eV. For the LUMO energy, the calculation gives 0.97 eV.

Preferred: D; penalty for the next structure: 0.0544 hartree.

A:
C4H8N4 | ωB97M-V with the def2-TZVPD basis set

Last column: Löwdin charge in e.
Atoms and positions in Å:
1 H 1.460 -0.147 1.713  0.084
2 N 0.870 -0.622 2.660  0.016
3 C -0.421 -0.448 2.381  -0.282
4 N -1.053 -0.161 1.150  0.079
5 C -0.503 -0.010 -0.182  -0.267
6 N -1.228 0.162 -1.301  0.100
7 N -0.126 0.139 -2.285  -0.134
8 C 1.056 0.636 -1.837  -0.316
9 C 1.003 0.140 -0.438  -0.169
10 H -0.962 -0.801 3.342  0.130
11 H -1.970 0.031 1.175  0.069
12 H -0.618 0.617 -3.120  0.151
13 H 1.026 1.778 -1.860  0.124
14 H 2.213 0.318 -2.203  0.180
15 H 1.189 -0.966 -0.474  0.143
16 H 1.614 0.634 0.317  0.092

The net charge is 0. As for the orbital gap: 9.03 eV. For the LUMO energy, the calculation gives 0.84 eV.

B:
C4H8N4 | ωB97M-V with the def2-TZVPD basis set

Last column: Löwdin charge in e.
Atoms and positions in Å:
1 C -2.342 1.593 -0.105  -0.025
2 N -1.463 0.768 0.317  -0.038
3 N -1.406 -0.407 -0.485  -0.096
4 C -1.244 -1.585 0.351  -0.104
5 C -0.052 -1.015 -0.330  -0.279
6 C 0.991 -0.278 0.396  -0.144
7 N 2.044 0.005 -0.379  -0.077
8 N 3.172 0.601 0.094  -0.035
9 H -2.652 2.499 0.486  0.080
10 H -2.832 1.467 -1.055  0.059
11 H -1.735 -2.459 0.018  0.087
12 H -1.306 -1.341 1.438  0.118
13 H 0.415 -1.468 -1.220  0.134
14 H 0.959 -0.195 1.550  0.138
15 H 2.935 1.387 0.759  0.104
16 H 3.671 1.041 -0.679  0.077

The net charge is 0. As for the orbital gap: 9.83 eV. For the LUMO energy, the calculation gives 1.21 eV.

Preferred: A; penalty for the next structure: 0.0054 hartree.

A:
C3H9N2O | ωB97M-V with the def2-TZVPD basis set

Last column: Löwdin charge in e.
Atoms and positions in Å:
1 N -1.544 -0.612 -0.353  0.064
2 C -2.632 0.108 -0.590  -0.463
3 N -3.819 -0.153 -0.138  -0.029
4 H -1.639 -1.441 0.212  0.078
5 H -0.547 -0.244 -0.563  0.021
6 H -2.428 0.989 -1.207  0.108
7 H -4.479 0.491 -0.562  -0.024
8 C 2.047 -0.130 -0.324  -0.544
9 O 0.856 0.269 -0.844  -0.356
10 C 2.249 0.337 1.130  -0.146
11 H 2.899 0.259 -0.924  0.072
12 H 2.169 -1.241 -0.310  0.075
13 H 3.178 -0.047 1.573  0.043
14 H 1.413 -0.016 1.731  0.050
15 H 2.278 1.429 1.169  0.050

The net charge is -1. As for the orbital gap: 7.72 eV. For the LUMO energy, the calculation gives 4.37 eV.

B:
C3H9N2O | ωB97M-V with the def2-TZVPD basis set

Last column: Löwdin charge in e.
Atoms and positions in Å:
1 C -0.001 1.850 -1.717  -0.132
2 C 0.783 -3.390 1.499  -0.320
3 C 0.559 0.711 -0.840  -0.349
4 N -0.062 -2.485 1.222  -0.092
5 N 0.475 0.990 0.556  -0.228
6 O 1.060 -0.072 1.325  -0.383
7 H 0.780 2.683 -1.781  0.073
8 H -0.304 1.421 -2.673  0.045
9 H -0.862 2.523 -1.466  0.056
10 H 0.628 -4.431 1.178  -0.001
11 H 0.339 -1.280 1.329  0.039
12 H 1.683 -3.210 2.192  0.041
13 H 0.101 -0.212 -1.123  0.083
14 H 1.547 0.634 -1.141  0.074
15 H -0.481 1.239 0.902  0.095

The net charge is -1. As for the orbital gap: 6.36 eV. For the LUMO energy, the calculation gives 4.09 eV.

Preferred: A; penalty for the next structure: 0.1277 hartree.